No. 1
Density functional theory data (ωB97M-V/def2-TZVPD) for 16 unconnected molecules or ions with the total composition C24H80N2O16.

Values from the calculation:
E_HOMO in eV: -9.291
LUMO level in eV: 0.29
Max |F| in eV/A: 8.28
Total energy in hartree: -2275.4473
Energy above the lowest of the compared OMol25 structures with the same formula, charge and spin in kJ/mol: 440.8

The geometry in XYZ format:
```
122
Properties=species:S:1:pos:R:3:forces:R:3
C 0.35600 -3.52500 18.43500 -0.1 -0.3 3.3
C 0.36300 -5.02100 18.42800 -1.6 0.8 -3.1
O -0.32500 -5.65500 19.43500 -1.3 1.2 1.8
H 1.26100 -3.16400 18.01900 0.6 0.5 -0.6
H 0.32800 -3.21400 19.51200 0.3 -0.1 -0.7
H -0.53300 -3.09400 18.05600 -0.7 0.4 -0.8
H 1.32200 -5.39800 18.42000 2.5 -0.6 -0.2
H -0.11700 -5.28100 17.45300 0.4 -0.2 0.2
H -0.19200 -6.55700 19.26900 0.1 -2.1 0.1
C -5.80500 -1.80500 18.35700 -1.1 -1.9 1.2
C -7.02500 -1.03700 18.81000 0.8 -1.9 0.4
O -7.46700 -0.27200 17.73100 -1.9 1.7 0.7
H -6.08900 -2.55000 17.62600 -0.3 -0.3 -0.2
H -5.28000 -2.34100 19.15500 -0.4 0.0 0.2
H -5.06200 -1.26100 17.90600 1.6 2.0 -1.1
H -6.86900 -0.51900 19.71700 0.8 1.6 0.8
H -7.74500 -1.74600 19.21600 -0.7 -0.5 -0.8
H -8.13000 0.37700 18.10700 1.1 -1.0 -1.0
C 3.27600 -1.01400 13.95100 -1.4 -0.1 -0.5
C 3.74200 -2.14800 13.08700 1.5 -0.9 2.1
O 3.46000 -2.00800 11.77500 -1.1 0.6 -2.8
H 3.48600 -1.24700 14.98900 -0.1 0.1 0.2
H 2.19700 -0.83700 13.79200 0.3 -0.4 0.4
H 3.70800 -0.07300 13.69100 0.7 0.6 -0.2
H 3.32300 -3.09600 13.44700 0.1 0.1 0.3
H 4.83800 -2.21100 13.14900 0.2 -0.2 0.6
H 3.66800 -2.84000 11.34200 -0.1 0.1 -0.2
C -3.04700 2.17400 16.58600 0.1 0.7 1.0
C -1.56400 2.53200 16.89700 0.1 -0.3 -0.2
O -1.33200 2.71900 18.32200 0.6 0.2 -0.6
H -3.74200 2.80300 17.18000 0.6 0.0 0.0
H -3.21800 1.16300 17.01800 -0.2 0.5 -1.2
H -3.39100 2.41400 15.52600 0.8 -1.1 1.3
H -1.25500 3.42300 16.31800 0.0 -0.2 0.4
H -0.87300 1.70700 16.61800 -0.6 0.5 -0.4
H -0.35000 2.74400 18.41100 -1.2 0.0 0.0
C -2.05400 -2.06100 15.63700 0.3 0.5 0.6
C -1.24900 -0.79300 15.76200 -0.6 -0.6 -1.9
O -0.16500 -0.79300 14.86000 -0.1 -2.0 -0.2
H -2.28700 -2.29600 14.62500 -0.1 -0.1 -0.9
H -2.97200 -1.95800 16.18000 -0.6 0.2 0.3
H -1.56700 -2.88100 16.07800 0.8 -1.4 0.4
H -0.87600 -0.61400 16.72500 0.2 0.2 1.8
H -1.93000 -0.04700 15.44300 -0.6 1.3 0.1
H 0.11400 0.09300 14.69400 0.7 1.4 0.0
C 1.61400 -0.57800 18.74800 -2.2 -0.2 0.8
C 1.96100 -0.32000 17.31400 -1.5 -0.4 0.2
O 3.27300 0.17000 17.27100 0.3 1.5 -0.9
H 0.51000 -0.75300 18.89700 1.0 -0.1 -0.4
H 1.78100 0.28100 19.35800 0.4 0.9 0.3
H 2.13300 -1.38500 19.25400 0.3 -0.3 -0.3
H 1.19500 0.35800 16.82200 1.5 -0.1 0.6
H 1.83000 -1.22400 16.73500 0.3 -0.4 -0.3
H 3.92900 -0.49700 17.42700 0.2 -0.6 0.1
C -1.83200 3.11300 13.35400 -1.1 -0.6 -0.5
C -1.68700 4.55300 13.69100 0.3 -0.2 -0.8
O -0.33700 4.90000 13.41100 0.1 0.7 -0.4
H -1.47000 2.51300 14.16500 0.2 -0.6 0.3
H -1.30300 2.83700 12.44400 0.2 0.2 0.0
H -2.89200 2.88900 13.13300 0.3 -0.1 0.4
H -1.85700 4.74400 14.74200 -0.6 0.2 0.2
H -2.30300 5.13100 13.01200 -0.5 0.4 0.3
H -0.30200 5.85500 13.45200 0.4 0.3 0.0
C -4.37700 -0.14700 13.78100 -0.8 0.4 -1.3
C -5.28100 -0.60600 14.90700 0.1 -0.8 0.0
O -5.33800 0.35200 15.93800 -0.9 0.1 0.1
H -3.56500 0.48400 14.09900 0.3 0.1 0.4
H -4.86500 0.37200 12.91000 -0.1 0.0 1.2
H -3.97500 -0.98400 13.24600 0.5 -0.8 0.0
H -4.93500 -1.54500 15.36700 0.4 0.1 -0.3
H -6.26000 -0.90300 14.51400 -0.2 0.5 0.0
H -6.07800 0.07800 16.52000 0.4 0.5 -0.2
C 1.95400 2.76100 15.07400 -6.2 -3.4 -4.3
O 1.00200 1.78300 14.79700 4.0 3.8 1.8
N 1.90700 3.87000 14.38200 -2.3 1.7 -2.7
N 2.93600 2.66800 15.86400 5.0 -0.1 3.8
H 1.06300 4.06000 13.74000 1.7 -0.4 1.5
H 2.59000 4.59600 14.46900 0.2 0.0 0.2
H 3.09200 1.78600 16.32300 0.3 -0.3 0.3
H 3.72100 3.39600 15.95300 -2.1 -1.7 -0.4
C -3.55000 -4.60800 18.13400 -0.2 -1.4 -0.6
O -2.65000 -4.24600 19.11800 -0.3 0.9 0.6
H -4.40100 -5.20900 18.46500 -0.3 0.4 0.5
H -3.07300 -5.29200 17.44300 0.3 -0.1 -0.7
H -3.89500 -3.77000 17.56300 -0.2 0.6 -0.1
H -2.05300 -4.97500 19.26600 0.5 -0.3 0.4
C -2.42100 -3.66000 12.18800 0.5 1.6 0.9
O -2.58600 -3.58000 10.79200 0.3 -1.0 -0.6
H -2.87800 -2.68700 12.52900 0.4 -1.2 0.1
H -1.35600 -3.67200 12.51900 -0.5 0.3 -0.4
H -2.87200 -4.50800 12.71000 -0.4 -0.1 -0.3
H -2.07700 -4.28700 10.35700 -0.3 0.4 0.3
C 1.38700 -3.90500 14.98700 -1.3 1.8 -1.0
O 0.72100 -3.35800 13.84200 0.0 0.1 0.4
H 2.17100 -3.30000 15.34800 1.1 1.1 0.3
H 1.79200 -4.84100 14.82000 0.7 -2.0 -1.0
H 0.69500 -4.00000 15.76200 -1.2 -0.3 1.5
H 0.17100 -2.59000 14.14200 0.9 -0.5 -0.2
C -2.45700 -1.00300 19.19900 -2.0 -1.2 -1.0
O -3.27700 -0.95700 20.35000 1.0 -0.5 0.4
H -2.68600 -1.92200 18.62000 0.2 0.4 0.3
H -1.47900 -1.07200 19.52500 2.1 -0.1 0.7
H -2.54200 -0.18200 18.50300 -0.2 0.7 0.1
H -4.02600 -0.41800 20.20300 -1.1 0.9 -0.4
C -1.05000 0.24900 12.02000 -1.3 0.6 -0.7
O -0.90200 0.90200 10.71000 -0.5 -0.5 1.8
H -1.06500 -0.81900 11.97700 0.2 -0.9 -0.6
H -2.08300 0.49100 12.34900 0.8 0.2 0.0
H -0.31900 0.47500 12.79300 0.1 0.8 -0.4
H -0.05000 0.66200 10.37200 0.7 -0.2 -0.3
C -0.75000 -6.08100 14.12000 -2.0 -0.1 -1.3
O -1.66300 -5.51900 15.04000 -0.3 -0.9 0.8
H 0.12900 -6.32000 14.57800 2.5 -0.7 1.1
H -0.57400 -5.42700 13.31600 0.5 1.6 -0.4
H -1.09900 -6.91300 13.52100 -0.7 -1.0 0.6
H -1.76100 -6.18000 15.76600 -0.1 0.9 -0.8
C -5.01700 -4.30900 14.62000 -0.1 2.4 2.7
O -5.78900 -5.25500 14.05700 -2.5 -1.4 0.3
H -4.18300 -4.76000 15.15000 0.8 0.3 -0.4
H -5.63000 -3.85500 15.46100 0.5 -0.3 -0.9
H -4.79700 -3.47100 13.94500 0.5 -0.2 0.2
H -5.42600 -5.51300 13.24900 0.8 -0.7 -2.0
```
Positions in Å, forces in eV/Å.

Atomic partial charges in e from the Löwdin method, atoms 1 to 8: number 1, C, carries -0.075; number 2, C, carries -0.328; number 3, O, carries -0.033; number 4, H, carries 0.052; number 5, H, carries 0.112; number 6, H, carries 0.042; number 7, H, carries 0.095; number 8, H, carries 0.110

No. 2
Density functional theory data (ωB97M-V/def2-TZVPD) for a molecular structure, C24H37BBrI2N2NbO6P.

Values from the calculation:
E_HOMO in eV: -4.553
Net charge: -1
LUMO level in eV: 0.08
Max |F| in eV/A: 4.70
Total energy in hartree: -5090.0321
Energy above the lowest of the compared OMol25 structures with the same formula, charge and spin in kJ/mol: 94.9

The geometry in XYZ format:
```
75
Properties=species:S:1:pos:R:3:forces:R:3
C -3.98846 4.77410 2.52178 -2.1 1.8 1.3
C -2.95161 4.08488 2.19728 1.8 -1.4 -1.1
C -3.07468 2.99429 1.19548 0.5 0.1 -0.1
Nb -1.96206 1.11346 1.79633 0.2 2.5 4.0
Br -2.82079 1.61494 4.23541 -0.8 0.8 -1.4
C 0.01667 2.15828 2.23249 0.4 -0.5 -1.8
C 0.36911 3.34473 1.30946 0.8 -0.7 -0.1
C 1.67977 3.12118 0.53518 -0.2 0.6 -0.1
C 2.82018 4.02561 0.98998 0.1 -1.0 0.1
N 3.03726 4.05077 2.42748 0.4 0.4 0.0
P -1.21383 0.69876 -0.64613 -0.5 -0.8 0.2
N -1.37325 -0.82516 -1.11794 0.4 -0.1 0.0
B -3.94093 -0.11993 1.34226 0.8 -0.2 -1.4
O -4.54649 -0.67668 2.43110 0.2 -0.8 0.3
O -4.50492 -0.34209 0.08866 -0.4 0.0 0.3
C -5.53132 0.55889 -0.30343 -0.1 -0.5 -0.5
C -6.65257 0.73794 0.68678 -0.1 0.3 -0.4
C -1.05079 -0.87193 2.54571 0.8 1.2 0.2
I -0.73693 -0.66561 4.69140 -0.9 -1.1 0.6
C 0.31938 -1.23758 1.84518 -0.8 -1.0 1.4
C 0.28611 -2.68281 1.36291 0.0 0.3 -0.4
I 2.00275 -1.16217 3.25969 1.4 0.2 -1.2
H -4.79649 4.92864 1.83760 -0.9 -0.7 0.0
H -4.09407 5.17543 3.51345 0.3 1.1 0.1
H -1.99997 4.32908 2.62336 0.5 -0.6 0.8
H -4.13133 2.79173 1.13007 -0.5 -0.1 -0.5
H -2.68813 3.38505 0.25758 0.1 -0.4 -0.7
H -0.00036 2.46223 3.26451 -0.5 0.1 0.6
H 0.84858 1.47367 2.16331 0.4 -0.4 0.1
H -0.38114 3.57160 0.56610 -0.5 0.2 0.0
H 0.54321 4.22016 1.91167 -0.4 0.6 0.3
H 2.00702 2.09206 0.58003 0.0 -0.4 0.2
H 1.50203 3.32966 -0.51085 0.1 0.0 -0.5
H 2.70338 5.01154 0.57708 -0.2 0.7 0.2
H 3.72291 3.63071 0.54343 0.4 0.0 -0.3
H 2.83423 3.14474 2.82541 -0.1 0.0 0.2
H 2.48067 4.75226 2.88880 -0.2 -0.1 0.1
H -1.89725 1.55089 -1.55058 0.4 0.3 0.0
H 0.14968 1.08219 -0.73430 -0.2 0.5 -0.4
H -1.79122 -1.36206 -0.36676 -0.2 -0.1 -0.1
H -4.89640 -1.53555 2.13933 -0.5 0.3 0.1
H -5.10165 1.49865 -0.61673 0.3 0.5 0.1
H -5.96675 0.13963 -1.19570 -0.1 -0.3 -0.5
H -6.97624 -0.22584 1.03101 -0.1 -0.4 0.4
H -6.40808 1.39092 1.50518 0.2 0.1 0.5
H -7.49429 1.17317 0.16514 -0.3 0.3 -0.2
H -1.75997 -1.66762 2.47825 -0.1 -0.8 0.1
H 0.59639 -0.56545 1.05881 0.3 0.4 -0.2
H -0.54219 -3.19282 1.81373 -0.4 -0.4 0.3
H 1.18599 -3.19895 1.61133 0.6 -0.4 0.0
H 0.17472 -2.72992 0.29190 -0.1 0.1 -0.5
C 6.31791 -1.48562 0.45096 0.0 0.0 0.0
C 5.00484 -1.62082 0.61764 -0.1 0.0 0.1
C 4.12892 -2.02062 -0.52490 0.1 0.0 0.0
O 2.92974 -2.14453 -0.39222 0.1 0.0 0.0
C 4.77940 -2.26127 -1.84497 -0.2 0.0 -0.1
C 6.09497 -2.12195 -1.99219 -0.1 0.0 0.0
C 6.96422 -1.72599 -0.86140 0.0 0.0 0.0
O 8.16482 -1.60217 -1.00144 0.1 0.0 0.0
H 6.97563 -1.19558 1.26078 0.0 0.0 0.0
H 4.52145 -1.44510 1.58010 0.0 -0.1 -0.3
H 4.11781 -2.55335 -2.67033 0.4 0.3 0.7
H 6.59080 -2.29019 -2.94032 0.0 0.0 0.0
C 0.77481 -5.04688 -5.97694 0.0 0.0 0.0
C 1.95446 -4.63283 -5.53106 0.1 0.0 0.0
C 2.05395 -3.62528 -4.44531 0.0 0.0 0.1
O 3.14199 -3.25180 -4.04625 -0.4 -0.3 -0.6
C 0.79396 -3.09857 -3.87309 0.0 0.1 0.1
C -0.39048 -3.51350 -4.31992 0.0 0.0 0.0
C -0.49312 -4.52018 -5.40596 0.0 0.1 0.1
O -1.56612 -4.90558 -5.81845 0.0 0.0 0.0
H 0.67836 -5.77984 -6.76836 0.0 0.0 0.0
H 2.88967 -5.00368 -5.93216 0.0 0.0 0.0
H 0.88788 -2.36619 -3.07983 0.0 0.0 0.1
H -1.32174 -3.13818 -3.91362 0.0 0.0 0.0
```
Positions in Å, forces in eV/Å.

Atomic partial charges in e from the Löwdin method, atoms 1 to 8: number 1, C, carries -0.064; number 2, C, carries -0.393; number 3, C, carries -0.379; number 4, Nb, carries 1.365; number 5, Br, carries 0.040; number 6, C, carries -0.354; number 7, C, carries -0.304; number 8, C, carries -0.237